<1>
H28O14 | the ωB97M-V functional and the def2-TZVPD basis

Geometry as XYZ:
```
42
H28O14, DFT the ωB97M-V functional and the def2-TZVPD basis
O -3.154 2.045 -0.480
O -0.502 -2.848 -1.234
O 0.847 -2.306 1.472
O -3.551 -0.857 -1.845
O -1.904 -1.564 0.882
O 1.170 2.437 2.221
O 3.118 -0.789 1.892
O -0.679 0.084 2.943
O -1.196 0.280 -2.174
O 2.307 0.328 -3.518
O 1.975 -1.199 -1.194
O -1.486 3.160 1.187
O 3.106 1.354 0.399
O 0.063 0.471 0.249
H -2.635 -2.159 0.971
H 3.230 1.780 -0.443
H -2.427 2.490 -0.037
H -3.918 2.413 -0.088
H -3.845 -0.696 -0.940
H 3.166 0.224 -3.902
H 2.439 -1.387 1.549
H -1.156 -2.343 -0.735
H 2.366 -0.073 -2.677
H 3.160 -0.125 1.249
H -0.737 -0.328 -2.741
H -2.661 -0.451 -1.902
H 0.774 0.125 -0.284
H -0.654 -2.677 -2.145
H 0.863 -3.179 1.048
H -2.176 3.017 1.838
H -0.925 1.191 -2.392
H -0.630 0.348 -0.415
H -0.802 2.510 1.390
H -2.361 -0.755 1.071
H -1.164 -0.730 3.068
H 1.418 2.435 1.288
H 1.523 1.644 2.622
H 3.704 1.680 1.085
H 0.071 -1.951 1.041
H -0.545 -0.008 2.001
H 2.587 -1.865 -0.886
H 1.220 -1.723 -1.435
```

Its spin multiplicity is 1.

Atom charges from the natural (NBO) analysis, given in e for atoms 1 to 5:
1. O -0.99
2. O -0.97
3. O -0.95
4. O -0.97
5. O -0.96


<2>
H28O14 | the ωB97M-V functional and the def2-TZVPD basis

Geometry as XYZ:
```
42
H28O14, DFT the ωB97M-V functional and the def2-TZVPD basis
O 3.234 -0.599 -0.868
O -0.784 2.366 1.341
O 1.981 -0.231 2.964
O -2.892 0.221 -0.457
O -0.433 1.028 3.593
O -0.189 -2.891 1.681
O -1.547 2.284 -1.351
O -0.264 -0.381 0.469
O 0.704 4.041 -0.264
O 0.275 0.633 -2.121
O -2.064 -2.883 -0.398
O -0.671 -2.003 -2.605
O 1.744 1.712 -0.301
O 1.744 -2.901 -1.475
H -1.156 -2.322 -1.782
H 0.000 -1.989 1.586
H 0.012 1.193 4.240
H -2.159 -0.366 -0.043
H -0.638 1.032 -2.053
H 0.159 3.829 -1.013
H 0.676 -3.275 1.458
H -2.158 2.672 -2.006
H 3.753 -0.586 -1.592
H -3.119 -0.444 -1.159
H 0.322 -0.605 -0.346
H 1.131 0.276 2.954
H 0.557 3.352 0.439
H -1.581 2.913 1.101
H -1.547 -2.826 0.402
H -0.161 -0.263 -2.499
H -0.960 1.990 2.101
H -2.737 -3.056 0.095
H -0.461 0.590 0.656
H 2.340 0.965 -0.831
H 0.898 -2.622 -1.915
H 1.051 1.921 -0.972
H 3.995 -0.621 -0.219
H -2.099 1.603 -0.969
H 2.253 -2.143 -1.407
H 2.829 0.304 3.013
H -0.731 0.073 3.837
H -1.310 -1.990 -3.283
```

Its spin multiplicity is 1.

Atom charges from the natural (NBO) analysis, given in e for atoms 1 to 5:
1. O -0.92
2. O -0.94
3. O -1.00
4. O -0.98
5. O -0.90


Which one sits at the bottom of the stability order? <2> does.


<1>
C28H28O4 | the ωB97M-V functional and the def2-TZVPD basis

Geometry as XYZ:
```
60
C28H28O4, DFT the ωB97M-V functional and the def2-TZVPD basis
O 1.001 -0.766 -1.828
O 1.813 -2.926 -1.324
O 0.267 -4.446 -1.876
O -1.067 -0.924 -2.726
C -1.327 1.080 4.535
C -1.074 -4.841 0.752
C -2.636 -3.928 2.870
C 0.510 -3.365 -1.363
C -2.238 0.167 3.990
C -0.527 -2.373 -0.927
C -0.572 2.184 -0.875
C -2.143 3.193 -2.423
C -1.304 1.274 6.012
C -2.780 -3.361 1.601
C -1.303 0.562 1.771
C 1.963 -1.215 0.425
C -2.988 2.079 -2.298
C -0.921 3.211 -1.739
C -1.474 1.116 -0.640
C -1.698 -4.946 3.079
C -0.916 -5.414 2.015
C -0.483 1.581 2.325
C -2.659 1.056 -1.433
C -1.868 -2.967 -0.744
C 1.983 -1.512 -1.063
C -1.285 0.154 0.398
C -2.219 -0.099 2.640
C -0.281 -1.301 -1.880
C -1.936 -3.764 0.559
C -0.486 1.811 3.690
C -2.548 4.348 -3.274
C 3.326 -1.126 -1.685
H -2.957 -0.323 4.653
H 4.098 -1.833 -1.375
H -0.515 -5.233 -0.095
H -3.263 -3.574 3.693
H -0.262 4.072 -1.871
H 3.589 -0.118 -1.356
H 0.157 2.160 1.665
H -3.550 -2.606 1.410
H 2.642 -1.921 0.922
H -0.662 2.117 6.279
H -2.324 1.460 6.374
H -2.396 4.132 -4.336
H -2.036 -3.652 -1.586
H -3.929 2.044 -2.854
H 0.143 2.581 4.139
H -2.627 -2.189 -0.752
H -0.186 -6.215 2.148
H -1.580 -5.379 4.073
H -3.612 4.562 -3.135
H -3.328 0.196 -1.309
H 2.340 -0.198 0.587
H 0.392 2.140 -0.363
H -0.935 0.377 6.529
H -2.920 -0.816 2.200
H -1.633 -0.862 0.211
H 3.233 -1.119 -2.776
H -1.963 5.233 -3.016
H 0.961 -1.292 0.855
```

Its spin multiplicity is 1.

Atom charges from the natural (NBO) analysis, given in e for atoms 1 to 5:
1. O -0.55
2. O -0.53
3. O -0.61
4. O -0.62
5. C 0.04


<2>
C28H28O4 | the ωB97M-V functional and the def2-TZVPD basis

Geometry as XYZ:
```
60
C28H28O4, DFT the ωB97M-V functional and the def2-TZVPD basis
O 5.995 2.170 0.882
O 0.835 -5.766 2.055
O -4.131 0.003 2.567
O 3.222 -2.797 4.634
C 2.731 -4.871 5.637
C -5.286 3.035 0.773
C -2.768 -0.161 2.228
C 1.786 -6.976 6.681
C 1.453 -6.522 4.204
C 2.522 1.193 1.758
C -6.468 1.133 -0.072
C -0.094 -0.553 1.417
C -2.331 -1.416 1.780
C 1.541 -5.882 5.626
C 1.234 -0.835 1.016
C -0.557 0.717 1.831
C 2.408 -0.044 1.083
C -4.657 2.236 1.697
C 6.018 3.449 1.473
C 4.798 1.476 1.012
C -5.835 0.328 0.846
C -4.896 0.861 1.734
C 2.712 -3.899 4.489
C -1.040 -1.606 1.383
C 3.572 -0.527 0.446
C 2.090 -4.273 3.277
C 1.431 -5.509 3.092
C 4.722 0.208 0.411
C 3.668 1.939 1.703
C -1.845 0.897 2.248
C 0.230 -5.144 5.951
C -6.188 2.487 -0.118
H 0.034 -4.360 5.221
H -5.050 4.086 0.727
H 5.789 3.375 2.537
H 2.304 -7.191 4.051
H 1.377 -1.812 0.584
H 3.706 2.894 2.197
H -6.647 3.107 -0.871
H 1.856 -6.551 7.683
H 0.080 1.574 1.738
H -2.164 1.863 2.591
H -7.161 0.703 -0.776
H 5.308 4.109 0.969
H 2.714 -7.510 6.483
H 1.722 1.524 2.389
H -3.964 2.662 2.397
H 3.680 -5.415 5.625
H 0.976 -7.704 6.685
H 3.537 -1.490 -0.032
H 5.592 -0.170 -0.097
H -0.616 -5.831 5.937
H 7.022 3.861 1.358
H 0.270 -4.680 6.937
H -0.727 -2.574 1.030
H -6.020 -0.732 0.867
H -3.051 -2.214 1.718
H 2.719 -4.293 6.564
H 2.064 -3.565 2.474
H 0.553 -7.137 4.133
```

Its spin multiplicity is 1.

Atom charges from the natural (NBO) analysis, given in e for atoms 1 to 5:
1. O -0.46
2. O -0.68
3. O -0.52
4. O -0.68
5. C -0.49


Which one sits at the bottom of the stability order? <2> does.


<1>
C6H12N2 | the ωB97M-V functional and the def2-TZVPD basis

Geometry as XYZ:
```
20
C6H12N2, DFT the ωB97M-V functional and the def2-TZVPD basis
N -0.755 -0.683 -0.022
N 1.348 1.851 0.969
C 0.928 -1.415 -1.553
C 0.401 -0.074 -0.761
C -2.024 -1.047 -0.679
C 0.052 1.358 0.924
C 1.379 0.432 0.253
C -0.751 0.059 1.286
H -3.127 -1.210 0.045
H 1.096 -1.771 -0.415
H -0.029 0.617 -1.325
H -2.495 -0.351 -1.442
H -1.783 -2.059 -1.244
H 1.437 2.450 0.205
H -0.007 -0.480 2.148
H 1.478 -0.155 1.266
H -0.615 1.821 0.159
H 1.770 -1.290 -2.307
H 0.073 -1.942 -2.180
H -1.848 0.310 1.632
```

Its spin multiplicity is 1. Its SMILES is C[C@@H]1[C@H]2N[C@@H]2CN1C.

Atom charges from the natural (NBO) analysis, given in e for atoms 1 to 5:
1. N -0.52
2. N -0.52
3. C -0.64
4. C -0.09
5. C -0.43


<2>
C6H12N2 | the ωB97M-V functional and the def2-TZVPD basis

Geometry as XYZ:
```
20
C6H12N2, DFT the ωB97M-V functional and the def2-TZVPD basis
N -0.336 1.763 -1.816
N 0.930 -1.229 -0.363
C 0.374 0.946 -0.953
C -1.540 -1.144 0.146
C -0.076 -1.087 0.523
C 0.224 -1.473 1.950
C 1.143 1.694 0.111
C 0.741 -0.344 -1.345
H -2.021 -2.006 0.624
H 1.875 1.064 0.617
H -1.697 -1.237 -0.929
H 1.297 -1.582 2.115
H -0.865 1.318 -2.552
H -0.376 2.756 -1.623
H 0.462 2.098 0.867
H -0.253 -2.426 2.206
H -0.166 -0.707 2.626
H 1.682 2.541 -0.332
H 0.661 -0.696 -2.373
H -2.058 -0.249 0.501
```

Its spin multiplicity is 1. Its SMILES is CC(C)=N/C=C(\C)N.

Atom charges from the natural (NBO) analysis, given in e for atoms 1 to 5:
1. N -0.82
2. N -0.47
3. C 0.17
4. C -0.68
5. C 0.31


<3>
C6H12N2 | the ωB97M-V functional and the def2-TZVPD basis

Geometry as XYZ:
```
20
C6H12N2, DFT the ωB97M-V functional and the def2-TZVPD basis
N 2.050 0.334 -0.482
N -1.094 -1.178 -0.002
C 0.011 0.720 -0.053
C 1.690 -1.164 -0.039
C 1.234 1.365 0.185
C -2.865 0.402 -0.229
C -1.395 0.160 0.263
C 0.371 -0.693 0.439
H -1.521 0.081 1.331
H -0.864 -1.435 -1.093
H 0.253 -0.509 1.534
H -3.506 -0.506 -0.119
H -2.704 0.546 -1.337
H 1.434 1.571 1.287
H -3.588 1.303 0.153
H 2.674 -1.450 0.793
H 1.896 -1.652 -0.921
H 0.249 0.219 -0.991
H 3.097 0.600 -0.345
H 1.612 2.391 -0.298
```

Its spin multiplicity is 1.

Atom charges from the natural (NBO) analysis, given in e for atoms 1 to 5:
1. N -0.65
2. N -0.58
3. C -0.31
4. C -0.23
5. C -0.23


Which one sits at the bottom of the stability order? <1> does.